[1]
DFT (the ωB97M-V functional and the def2-TZVPD basis) results for 13 unconnected molecules or ions with the total composition C45H92N7O17 at a distorted geometry.

Geometry as XYZ:
```
161
Properties=species:S:1:pos:R:3
C -0.960 2.497 6.876
C -1.283 1.876 5.449
N -0.686 0.528 5.335
C -1.332 -0.632 5.500
C -0.371 -1.637 5.329
N 0.878 -1.075 5.091
C 0.662 0.253 5.065
C 2.152 -1.778 4.795
H -1.406 1.964 7.716
H -1.019 3.584 6.833
H 0.106 2.271 6.877
H -0.825 2.459 4.649
H -2.364 1.806 5.331
H -2.380 -0.678 5.759
H -0.639 -2.683 5.301
H 1.417 1.020 4.977
H 2.804 -1.631 5.656
H 2.656 -1.366 3.921
H 2.023 -2.833 4.553
C 5.622 1.814 -0.614
C 4.960 1.066 -1.756
C 5.401 1.594 -3.208
N 4.607 0.898 -4.405
C 3.119 1.349 -4.467
C 4.696 -0.646 -4.283
C 4.393 -1.221 -5.691
C 4.878 -0.149 -6.580
C 5.304 1.075 -5.742
H 4.998 1.990 0.262
H 5.928 2.778 -1.020
H 6.511 1.235 -0.364
H 3.909 1.346 -1.691
H 5.125 0.010 -1.542
H 6.431 1.269 -3.357
H 5.248 2.657 -3.398
H 3.082 2.403 -4.741
H 2.823 1.266 -3.421
H 2.588 0.723 -5.185
H 3.947 -1.017 -3.583
H 5.688 -0.990 -3.989
H 3.338 -1.397 -5.898
H 4.900 -2.169 -5.872
H 4.060 0.042 -7.275
H 5.752 -0.469 -7.147
H 4.890 2.032 -6.058
H 6.384 1.166 -5.627
C -3.807 0.214 2.293
C -2.865 -0.054 1.074
C -1.451 -0.311 1.587
N -0.387 -0.166 0.544
C -0.701 -1.147 -0.601
C 1.009 -0.509 1.088
C 2.089 0.162 0.165
C 1.262 1.066 -0.685
C -0.087 1.195 0.001
H -4.785 0.646 2.079
H -3.273 0.908 2.942
H -3.952 -0.680 2.899
H -2.841 0.878 0.510
H -3.235 -0.820 0.392
H -1.354 -1.259 2.117
H -1.121 0.447 2.297
H 0.174 -1.293 -1.234
H -1.512 -0.824 -1.254
H -1.017 -2.131 -0.253
H 1.059 -1.595 1.163
H 1.230 -0.089 2.069
H 2.496 -0.527 -0.575
H 2.862 0.711 0.702
H 1.192 0.837 -1.749
H 1.770 2.029 -0.635
H -0.956 1.518 -0.572
H -0.130 1.866 0.860
C -5.755 -3.263 1.158
C -4.316 -3.759 1.118
O -3.567 -3.285 0.276
N -3.729 -4.742 2.140
H -4.184 -5.642 2.091
H -2.815 -4.991 1.791
C -3.641 -4.111 3.582
H -5.998 -2.429 1.816
H -6.334 -4.099 1.551
H -6.067 -3.051 0.136
H -2.957 -4.614 4.265
H -4.664 -4.060 3.957
H -3.305 -3.075 3.597
C -1.431 -2.458 -6.447
C -1.517 -0.962 -6.079
O -1.781 -0.187 -6.992
N -1.342 -0.460 -4.639
H -2.192 -0.504 -4.095
H -0.773 -1.178 -4.213
C -0.698 0.960 -4.511
H -0.448 -2.830 -6.156
H -1.407 -2.749 -7.497
H -2.227 -2.962 -5.899
H 0.310 1.073 -4.908
H -0.733 1.051 -3.425
H -1.435 1.639 -4.940
C -0.993 5.111 1.749
C -2.501 4.713 1.619
O -3.316 4.646 2.521
N -2.994 4.781 0.113
H -3.511 5.630 -0.068
H -2.240 4.756 -0.558
C -4.015 3.664 -0.147
H -0.427 4.575 0.987
H -0.718 4.815 2.761
H -0.830 6.178 1.598
H -3.449 2.752 0.043
H -4.370 3.615 -1.177
H -4.830 3.628 0.576
C 0.806 -5.050 0.634
C -0.261 -4.886 1.749
O -0.262 -3.778 2.369
O -1.156 -5.774 1.871
H 0.636 -4.255 -0.093
H 0.715 -6.046 0.201
H 1.796 -4.905 1.067
C 2.183 -3.549 -3.461
C 1.026 -2.620 -3.577
O 1.232 -1.393 -3.512
O -0.093 -3.062 -3.854
H 3.009 -3.181 -2.852
H 2.540 -3.608 -4.489
H 1.954 -4.527 -3.037
C 1.572 4.737 -1.840
C 0.221 4.300 -2.374
O 0.120 3.906 -3.591
O -0.727 4.173 -1.555
H 1.430 5.297 -0.915
H 2.145 5.207 -2.639
H 2.162 3.868 -1.549
C -5.812 0.419 5.249
C -5.479 -1.000 5.076
O -4.522 -1.530 5.683
O -6.188 -1.687 4.342
H -6.487 0.598 6.086
H -6.366 0.787 4.386
H -4.961 1.078 5.418
C -5.430 -0.258 -1.660
C -4.260 0.152 -2.554
O -4.020 1.326 -2.789
O -3.543 -0.750 -3.074
H -5.535 0.299 -0.729
H -5.288 -1.303 -1.385
H -6.358 -0.217 -2.231
C 2.819 4.008 1.867
C 2.370 2.814 2.716
O 1.213 2.806 3.144
O 3.214 1.934 3.109
H 2.849 4.843 2.567
H 2.173 4.225 1.016
H 3.854 3.835 1.572
C 4.324 -2.465 0.945
C 5.040 -3.045 2.150
O 4.552 -3.054 3.264
O 6.067 -3.579 1.887
H 4.825 -1.610 0.491
H 3.394 -1.988 1.254
H 4.025 -3.337 0.364
```

Properties
total charge	-1

***

[2]
DFT (the ωB97M-V functional and the def2-TZVPD basis) results for 14 unconnected molecules or ions with the total composition C45H93BNO28S5 at a distorted geometry.

Geometry as XYZ:
```
173
Properties=species:S:1:pos:R:3
O 0.315 -28.937 -5.017
C 0.511 -29.724 -4.070
O -0.376 -30.067 -3.128
B 0.146 -31.212 -2.405
O 1.531 -31.352 -2.874
C 1.821 -30.528 -3.877
O 2.849 -30.462 -4.560
O -0.583 -32.452 -2.617
C -1.136 -32.898 -1.463
O -1.933 -33.815 -1.280
C -0.655 -31.922 -0.372
O 0.157 -30.994 -0.937
O -0.976 -31.916 0.836
C -2.176 -24.918 -3.618
S -1.446 -23.748 -2.458
O -2.358 -23.526 -1.223
C -0.061 -24.757 -1.787
H -1.415 -25.211 -4.342
H -3.055 -24.500 -4.108
H -2.454 -25.827 -3.084
H -0.370 -25.507 -1.059
H 0.763 -24.160 -1.396
H 0.394 -25.306 -2.612
C 7.092 -33.508 -2.598
S 6.936 -33.980 -0.823
O 8.158 -33.541 -0.077
C 5.674 -32.730 -0.492
H 7.202 -32.441 -2.788
H 6.291 -33.872 -3.242
H 7.969 -34.049 -2.954
H 5.015 -33.202 0.237
H 5.043 -32.626 -1.375
H 6.117 -31.792 -0.155
C 3.048 -37.136 4.570
S 2.530 -36.545 2.840
O 1.096 -37.071 2.558
C 2.261 -34.813 3.418
H 3.400 -38.157 4.424
H 2.199 -37.169 5.253
H 3.872 -36.506 4.903
H 3.247 -34.410 3.653
H 1.673 -34.853 4.334
H 1.731 -34.240 2.657
C -3.026 -35.860 4.476
S -4.778 -36.514 4.148
O -5.462 -36.621 5.507
C -5.293 -34.931 3.343
H -2.569 -35.635 3.513
H -2.452 -36.665 4.935
H -3.047 -34.886 4.964
H -5.187 -34.160 4.107
H -6.351 -34.982 3.085
H -4.741 -34.701 2.432
C -2.356 -28.026 2.562
S -3.976 -27.270 2.111
O -3.786 -25.842 1.452
C -4.322 -28.609 0.867
H -1.791 -27.658 3.418
H -1.809 -27.975 1.621
H -2.583 -29.047 2.870
H -3.525 -28.667 0.125
H -5.279 -28.384 0.397
H -4.326 -29.574 1.373
C 1.644 -38.916 -4.100
O 0.830 -39.652 -4.619
N 1.435 -38.393 -2.876
C 2.352 -37.378 -2.227
C 0.301 -38.548 -2.024
H 2.588 -38.546 -4.529
H 3.087 -36.966 -2.918
H 2.849 -37.850 -1.380
H 1.810 -36.567 -1.741
H -0.279 -37.628 -1.954
H -0.325 -39.361 -2.390
H 0.532 -38.683 -0.967
O -6.282 -40.614 1.212
C -5.365 -40.207 0.566
O -4.109 -40.706 0.625
C -3.688 -41.812 1.472
C -3.037 -41.335 2.767
C -5.377 -38.978 -0.270
H -2.957 -42.426 0.945
H -4.552 -42.449 1.663
H -3.664 -40.764 3.452
H -2.222 -40.687 2.445
H -2.562 -42.179 3.268
H -4.415 -38.490 -0.115
H -6.126 -38.243 0.026
H -5.539 -39.245 -1.315
O 9.501 -26.539 -6.637
C 9.544 -27.747 -6.838
O 10.314 -28.381 -7.678
C 11.418 -27.631 -8.186
C 12.192 -28.598 -9.113
C 8.697 -28.664 -6.032
H 12.084 -27.189 -7.444
H 10.929 -26.799 -8.693
H 12.958 -27.960 -9.554
H 11.528 -28.797 -9.955
H 12.682 -29.446 -8.634
H 7.663 -28.385 -6.235
H 8.792 -28.552 -4.952
H 8.769 -29.733 -6.236
O 4.527 -35.377 -6.633
C 5.044 -35.546 -7.743
O 5.712 -34.618 -8.415
C 5.949 -33.372 -7.752
C 6.471 -32.383 -8.798
C 4.937 -36.815 -8.548
H 6.567 -33.534 -6.869
H 5.059 -33.016 -7.233
H 6.811 -31.373 -8.569
H 5.860 -32.389 -9.701
H 7.334 -32.811 -9.308
H 4.336 -37.574 -8.047
H 5.913 -37.242 -8.777
H 4.399 -36.642 -9.480
O 7.670 -26.133 -11.292
C 7.140 -27.224 -11.521
O 6.048 -27.769 -10.950
C 5.430 -27.022 -9.913
C 4.124 -27.723 -9.618
C 7.807 -28.143 -12.551
H 5.138 -26.033 -10.266
H 5.973 -26.762 -9.005
H 3.426 -27.068 -9.097
H 4.209 -28.507 -8.865
H 3.604 -28.125 -10.488
H 8.393 -28.938 -12.090
H 8.519 -27.492 -13.058
H 7.159 -28.578 -13.312
O -0.592 -32.748 -8.975
C -0.249 -33.890 -9.256
O -0.052 -34.857 -8.366
C -0.522 -34.683 -7.032
C -2.009 -35.045 -7.038
C 0.033 -34.285 -10.708
H -0.354 -33.682 -6.635
H 0.054 -35.405 -6.453
H -2.334 -36.045 -7.326
H -2.555 -34.240 -7.530
H -2.360 -34.923 -6.014
H 0.050 -35.366 -10.848
H 0.989 -33.930 -11.095
H -0.805 -33.919 -11.301
O -2.916 -30.214 6.799
C -1.689 -29.970 6.848
O -1.052 -28.946 7.270
C -1.690 -28.002 8.129
C -0.630 -27.071 8.676
C -0.700 -31.085 6.451
H -2.321 -28.426 8.911
H -2.306 -27.430 7.435
H 0.152 -26.794 7.969
H -0.188 -27.674 9.470
H -0.966 -26.109 9.062
H -0.271 -31.549 7.338
H 0.102 -30.540 5.954
H -1.178 -31.726 5.710
O -8.380 -30.927 0.352
C -8.898 -31.644 -0.524
O -8.276 -32.343 -1.518
C -6.879 -32.290 -1.515
C -6.288 -31.195 -2.434
C -10.392 -31.788 -0.705
H -6.681 -33.337 -1.744
H -6.467 -32.133 -0.518
H -6.626 -31.455 -3.438
H -5.208 -31.110 -2.319
H -6.669 -30.187 -2.271
H -10.786 -30.952 -1.283
H -10.894 -31.836 0.261
H -10.632 -32.659 -1.315
```

Properties
total charge	-1

***

Number 1: HOMO energy -4.16 eV, Kohn-Sham gap 4.88 eV. Number 2: HOMO energy -6.83 eV, Kohn-Sham gap 8.38 eV.